[1]
# C3H26NO11

A molecular structure, C3H26NO11 at a distorted geometry (wB97M-V/def2-TZVPD, the OMol25 dataset).

Values from the calculation:
- Largest force on an atom: 2.8 eV Å⁻¹
- LUMO energy: 0.10336 Ha
- HOMO energy: -5.79 eV
- Total charge: -1
- Energy above the lowest of the compared OMol25 structures with the same formula, charge and spin: 19.90 kcal per mole

Each line ends with the Mulliken charge.
Geometry (Å):
C: 0.20 -0.57 -0.09  0.2804
C: 1.04 -1.45 0.91  -0.8472
O: 1.74 -0.61 1.84  -0.4458
N: -0.31 0.64 0.54  0.2972
C: -1.05 1.48 -0.49  -0.6964
O: -0.29 1.78 -1.58  -0.8622
H: -0.68 -1.16 -0.35  -0.1290
H: 0.90 -0.40 -0.91  0.0852
H: 0.34 -1.91 1.61  0.3285
H: 1.60 -2.12 0.26  0.3198
H: 2.47 -0.16 1.36  0.2705
H: 0.56 1.13 0.69  0.0124
H: -1.97 0.90 -0.68  0.3861
H: -1.27 2.35 0.13  0.3723
H: -1.72 -0.82 -2.73  0.3728
H: -1.34 -2.20 -3.03  0.3591
O: -2.14 -1.67 -3.00  -0.7553
H: 2.84 2.51 -0.34  0.3457
H: 3.60 1.49 -1.16  0.3037
O: 3.41 1.72 -0.24  -0.6288
H: -0.95 0.72 -4.28  0.1609
H: -0.46 1.07 -2.62  0.3874
O: -0.57 0.36 -3.47  -0.7360
H: 0.71 3.02 -0.79  0.3321
H: 0.91 4.35 -0.23  0.2746
O: 1.20 3.45 -0.03  -0.7057
H: 0.43 -2.47 -2.46  0.2458
H: 1.27 -1.47 -3.26  0.3337
O: 1.04 -2.40 -3.20  -0.6332
H: -3.14 -2.00 -0.48  0.2863
H: -3.16 -2.61 -1.79  0.4094
O: -3.27 -2.89 -0.84  -0.6725
H: -0.66 1.23 3.47  0.4158
H: -1.81 1.07 2.52  0.3222
O: -1.64 1.09 3.47  -0.7208
H: 1.37 1.46 2.86  0.3535
H: 1.42 0.30 3.90  0.3237
O: 1.11 1.19 3.73  -0.7481
H: -0.10 -1.57 3.37  0.3422
H: -1.31 -2.41 3.65  0.3186
O: -0.35 -2.42 3.74  -0.6590


[2]
# C37H87F3N9O9STl

A molecular structure, C37H87F3N9O9STl at a distorted geometry (wB97M-V/def2-TZVPD, the OMol25 dataset).

Values from the calculation:
- Largest force on an atom: 3.8 eV Å⁻¹
- LUMO energy (alpha / beta): -0.07029 / -0.23817 Ha
- HOMO energy (alpha / beta): -10.21 / -10.21 eV
- Spin multiplicity: 2
- Total charge: +1

Each line ends with the Löwdin spin population.
Geometry (Å):
Tl: 2.65 0.77 4.24  0.0000
C: 1.03 -0.31 -0.35  0.0002
F: 2.02 -1.12 -0.04  0.0000
F: 1.33 0.40 -1.44  0.0012
F: -0.09 -0.98 -0.53  0.0007
S: 0.79 0.98 1.09  0.0000
O: 0.58 0.21 2.33  0.0000
O: 2.05 1.71 1.26  0.0000
O: -0.34 1.83 0.73  0.0000
C: -0.59 -5.06 -3.50  0.0013
C: 0.24 -4.49 -2.39  0.0004
N: 1.70 -4.53 -2.66  0.0009
C: 2.44 -4.22 -1.42  0.0000
C: 3.94 -4.48 -1.65  0.0000
C: 2.08 -3.73 -3.88  0.0001
C: 1.93 -2.20 -3.70  0.0010
H: -0.24 -6.04 -3.82  0.0001
H: -0.65 -4.37 -4.34  0.0007
H: -1.64 -5.16 -3.23  0.0001
H: 0.01 -3.45 -2.13  0.0004
H: -0.01 -5.08 -1.51  0.0000
H: 2.18 -3.22 -1.08  0.0000
H: 2.09 -4.91 -0.65  0.0000
H: 3.99 -5.40 -2.25  0.0000
H: 4.46 -3.64 -2.12  0.0000
H: 4.53 -4.70 -0.76  0.0000
H: 1.48 -4.05 -4.72  0.0000
H: 3.13 -3.92 -4.08  0.0000
H: 2.66 -1.94 -2.93  0.0000
H: 0.89 -1.97 -3.47  0.0013
H: 2.22 -1.63 -4.59  0.0000
C: -3.35 -2.50 -2.62  0.0133
C: -2.60 -2.01 -3.83  0.0548
N: -2.73 -0.54 -3.85  0.6613
C: -2.63 -0.05 -5.24  0.0549
C: -1.22 -0.04 -5.76  0.0476
C: -1.95 0.16 -2.83  0.0669
C: -2.16 1.64 -2.73  0.0072
H: -4.36 -2.10 -2.60  0.0000
H: -2.94 -2.41 -1.62  0.0001
H: -3.50 -3.58 -2.66  0.0007
H: -1.53 -2.21 -3.92  0.0251
H: -3.10 -2.53 -4.65  0.0011
H: -3.25 -0.64 -5.90  0.0024
H: -2.99 0.98 -5.23  0.0085
H: -0.80 -1.04 -5.90  0.0019
H: -1.22 0.49 -6.72  0.0033
H: -0.58 0.57 -5.13  0.0015
H: -0.88 0.01 -2.97  0.0343
H: -2.23 -0.30 -1.88  0.0064
H: -1.64 2.15 -3.54  -0.0001
H: -1.69 2.03 -1.83  -0.0007
H: -3.19 1.98 -2.65  0.0007
C: 2.76 2.02 -3.87  0.0000
C: 1.60 3.00 -3.75  0.0000
N: 1.96 4.40 -3.86  0.0001
C: 2.94 4.75 -2.82  0.0000
C: 2.46 4.51 -1.35  0.0000
C: 0.68 5.13 -3.89  0.0000
C: 0.99 6.60 -3.99  0.0000
H: 3.31 2.11 -4.81  0.0000
H: 2.50 0.96 -3.83  0.0000
H: 3.44 2.14 -3.03  0.0000
H: 0.85 2.76 -4.50  0.0000
H: 1.19 2.89 -2.75  0.0000
H: 3.96 4.41 -3.02  0.0000
H: 3.17 5.81 -2.89  0.0000
H: 3.05 5.15 -0.69  0.0000
H: 1.41 4.81 -1.34  0.0000
H: 2.53 3.48 -0.98  0.0000
H: -0.01 4.84 -3.10  0.0000
H: 0.17 4.98 -4.84  0.0000
H: 0.11 7.18 -4.27  0.0000
H: 1.76 6.78 -4.74  0.0000
H: 1.34 6.96 -3.02  0.0000
C: 0.77 5.42 4.09  0.0000
C: 0.62 4.15 3.27  0.0000
O: 1.07 3.11 3.64  0.0000
N: 0.01 4.22 2.10  0.0000
C: -0.31 5.40 1.33  0.0000
H: 1.35 6.06 3.43  0.0000
H: 1.40 5.35 4.98  0.0000
H: -0.13 5.88 4.49  0.0000
H: -0.18 3.31 1.69  0.0000
H: -1.40 5.35 1.34  0.0000
H: 0.05 5.47 0.30  0.0000
H: -0.05 6.35 1.79  0.0000
C: 5.11 -2.46 1.70  0.0000
C: 4.61 -1.10 1.25  0.0000
O: 3.78 -0.55 1.93  0.0000
N: 5.18 -0.59 0.20  0.0000
C: 4.83 0.70 -0.51  0.0000
H: 4.46 -3.18 1.20  0.0000
H: 5.00 -2.53 2.79  0.0000
H: 6.13 -2.71 1.39  0.0000
H: 5.90 -1.21 -0.13  0.0000
H: 4.26 0.44 -1.40  0.0000
H: 5.76 1.23 -0.65  0.0000
H: 4.25 1.37 0.13  0.0000
C: -7.10 0.99 2.27  0.0000
C: -5.66 0.71 1.88  0.0000
O: -5.32 -0.47 1.74  0.0000
N: -4.82 1.72 1.59  0.0000
C: -3.56 1.54 0.96  0.0000
H: -7.10 1.89 2.89  0.0000
H: -7.41 0.12 2.85  0.0000
H: -7.73 1.18 1.40  0.0000
H: -5.15 2.67 1.70  0.0000
H: -2.94 2.32 1.41  0.0000
H: -3.75 1.75 -0.09  0.0000
H: -3.14 0.56 1.14  0.0000
C: -2.54 -2.55 1.17  0.0000
C: -2.97 -3.34 2.38  0.0000
O: -2.39 -4.40 2.68  0.0000
N: -4.00 -2.82 3.02  0.0000
C: -4.56 -3.45 4.21  0.0000
H: -3.40 -2.20 0.59  0.0000
H: -1.98 -3.19 0.50  0.0000
H: -1.78 -1.81 1.42  0.0000
H: -4.47 -1.98 2.71  0.0000
H: -5.53 -3.04 4.50  0.0000
H: -3.87 -3.35 5.05  0.0000
H: -4.74 -4.51 4.05  0.0000
C: 0.82 -3.25 2.32  0.0000
C: 1.70 -3.08 3.58  0.0000
O: 1.82 -1.97 4.07  0.0000
N: 2.28 -4.14 4.18  0.0000
C: 3.00 -4.07 5.47  0.0000
H: 1.44 -3.18 1.43  0.0000
H: 0.11 -2.43 2.29  0.0000
H: 0.36 -4.24 2.33  0.0000
H: 2.18 -5.06 3.79  0.0000
H: 2.77 -4.96 6.06  0.0000
H: 2.63 -3.26 6.09  0.0000
H: 4.08 -4.08 5.33  0.0000
C: -0.92 1.32 7.65  0.0000
C: -0.91 1.07 6.14  0.0000
O: 0.11 0.72 5.63  0.0000
N: -1.99 1.32 5.43  0.0000
C: -2.15 1.22 3.99  0.0000
H: 0.11 1.34 7.98  0.0000
H: -1.50 0.56 8.18  0.0000
H: -1.45 2.24 7.87  0.0000
H: -2.87 1.52 5.88  0.0000
H: -1.43 1.81 3.44  0.0000
H: -3.17 1.52 3.74  0.0000
H: -2.08 0.16 3.74  0.0000


[3]
# C28H28F16O6S2

5 unconnected molecules or ions with the total composition C28H28F16O6S2 at a distorted geometry (wB97M-V/def2-TZVPD, the OMol25 dataset).

Values from the calculation:
- Largest force on an atom: 2.7 eV Å⁻¹
- LUMO energy: -0.03777 Ha
- HOMO energy: -8.43 eV

Each line ends with the Mulliken charge.
Geometry (Å):
C: -3.09 4.09 -1.07  -1.0903
C: -2.92 4.70 0.32  1.0414
C: -2.16 3.74 1.28  0.2936
F: -1.95 4.36 2.46  -0.3126
F: -2.72 2.54 1.40  -0.1833
F: -2.11 5.80 0.18  -0.2995
F: -4.13 5.11 0.77  -0.3158
O: -1.83 3.53 -1.59  -0.2771
C: -1.48 4.02 -2.84  0.7123
C: -0.02 3.59 -3.04  0.3968
F: 0.05 2.26 -3.14  -0.2144
F: 0.55 4.14 -4.13  -0.3026
F: -2.26 3.53 -3.81  -0.2842
F: -1.60 5.36 -2.83  -0.2898
H: -3.56 4.79 -1.75  0.4857
H: -3.63 3.15 -0.98  0.3894
H: -1.18 3.69 0.79  0.0941
H: 0.57 3.94 -2.19  0.1461
C: 5.09 2.67 -2.78  -1.1663
C: 3.58 2.42 -2.95  1.1743
C: 3.37 0.88 -2.99  0.0963
F: 3.94 0.33 -1.88  -0.2266
F: 2.09 0.46 -3.06  -0.1940
F: 2.98 2.92 -1.83  -0.3098
F: 3.14 3.10 -4.03  -0.2960
O: 5.92 1.94 -3.63  -0.4269
C: 7.24 1.70 -3.24  0.8103
C: 7.83 0.63 -4.18  0.2646
F: 7.87 1.14 -5.43  -0.2417
F: 9.10 0.37 -3.77  -0.2595
F: 7.91 2.85 -3.30  -0.2792
F: 7.20 1.21 -1.98  -0.2915
H: 5.33 2.46 -1.73  0.4002
H: 5.29 3.74 -2.71  0.5289
H: 3.94 0.45 -3.82  0.2109
H: 7.24 -0.29 -4.20  0.2515
C: -3.60 -4.85 -0.15  -0.7468
S: -3.25 -4.22 -1.81  0.3933
O: -4.64 -4.02 -2.40  -0.6550
C: -2.64 -2.58 -1.24  -0.6210
H: -4.34 -4.14 0.22  0.2424
H: -2.72 -4.92 0.50  0.1351
H: -4.01 -5.86 -0.16  0.4484
H: -1.57 -2.57 -1.05  0.2919
H: -3.10 -2.31 -0.30  0.0355
H: -2.90 -1.97 -2.11  0.4212
C: 0.66 1.27 0.35  -0.8441
S: 1.00 -0.42 -0.11  0.2023
O: -0.19 -1.22 0.38  -0.3196
C: 2.37 -0.62 1.07  -1.0495
H: -0.32 1.56 -0.02  -0.0154
H: 1.39 1.99 -0.02  0.4582
H: 0.62 1.39 1.43  0.4935
H: 2.85 -1.57 0.83  0.4282
H: 2.09 -0.50 2.11  0.2158
H: 3.17 0.10 0.86  0.4095
C: -5.63 -2.92 2.69  -0.7983
C: -5.47 -1.58 2.95  -0.5472
C: -4.19 -1.04 3.12  -0.7879
C: -3.09 -1.87 3.05  0.8618
C: -3.20 -3.24 2.78  0.5091
C: -4.49 -3.72 2.55  -0.6090
C: -2.06 -4.19 2.83  0.1238
O: -2.20 -5.37 2.61  -0.6777
C: -0.76 -3.62 3.32  0.0228
C: 0.32 -4.46 3.55  -0.5702
C: 1.55 -3.95 3.97  -0.5288
C: 1.68 -2.60 4.23  -0.5737
C: 0.64 -1.75 3.89  -0.9577
C: -0.60 -2.23 3.48  0.7459
C: -1.74 -1.29 3.38  0.5676
O: -1.61 -0.10 3.55  -0.7581
H: -6.62 -3.36 2.63  0.4307
H: -6.33 -0.92 2.92  0.4133
H: -4.04 0.02 3.21  0.5555
H: -4.61 -4.74 2.20  0.7334
H: 0.22 -5.54 3.52  0.4682
H: 2.39 -4.59 4.21  0.4261
H: 2.57 -2.07 4.56  0.4247
H: 0.75 -0.70 4.10  0.5664


[4]
# C3H8N3S

A gas-phase ion, C3H8N3S (charge +1) at a distorted geometry (wB97M-V/def2-TZVPD, the OMol25 dataset).

Values from the calculation:
- Largest force on an atom: 2.6 eV Å⁻¹
- LUMO energy: -0.17679 Ha
- HOMO energy: -13.93 eV
- Total charge: +1
- Energy above the lowest of the compared OMol25 structures with the same formula, charge and spin: 40.18 kcal per mole

Each line ends with the Mulliken charge.
Geometry (Å):
C: 0.07 -1.18 -0.05  0.6135
C: 2.37 0.21 1.02  -0.8148
C: -1.82 1.78 -0.66  -0.5840
N: -0.50 -0.04 -0.35  -0.0372
N: -0.53 -2.32 -0.41  -0.3735
N: -1.39 0.68 0.09  -0.1273
S: 1.72 -1.39 0.47  -0.0333
H: 3.14 -0.03 1.74  0.3572
H: 1.59 0.78 1.52  0.3046
H: -2.91 1.71 -0.74  0.2789
H: -1.65 2.67 -0.04  0.2826
H: -1.36 1.88 -1.64  0.3764
H: -1.49 -2.33 -0.74  0.2356
H: -0.02 -3.19 -0.40  0.2055
H: 2.78 0.76 0.18  0.3158


[5]
# C4H14N3

2 unconnected molecules or ions with the total composition C4H14N3 at a distorted geometry (wB97M-V/def2-TZVPD, the OMol25 dataset).

Values from the calculation:
- Largest force on an atom: 2.4 eV Å⁻¹
- LUMO energy (alpha / beta): 0.02918 / 0.02151 Ha
- HOMO energy (alpha / beta): -3.43 / -9.14 eV
- Spin multiplicity: 2
- Energy above the lowest of the compared OMol25 structures with the same formula, charge and spin: 49.65 kcal per mole

Each line ends with the Löwdin spin population.
Geometry (Å):
C: -1.63 0.11 -2.03  0.0034
N: 0.25 -1.79 -0.94  0.0184
C: 0.13 -1.45 -2.32  0.0041
N: -0.83 -0.80 -2.88  0.0010
H: -2.46 0.51 -2.67  0.0001
H: -1.05 0.99 -1.64  0.0004
H: -2.09 -0.41 -1.18  0.0049
H: -0.67 -1.72 -0.49  0.0258
H: 0.70 -2.70 -0.81  0.0081
H: 0.95 -1.86 -2.95  0.0007
C: -0.52 1.24 1.17  0.1382
N: 0.46 0.66 2.15  0.1823
C: 1.86 0.56 1.66  0.1261
H: -1.50 1.26 1.66  0.0518
H: -0.18 2.23 0.86  0.0203
H: -0.55 0.57 0.34  0.0170
H: 0.12 -0.27 2.42  0.1780
H: 0.45 1.25 2.98  0.1437
H: 1.88 -0.11 0.81  0.0140
H: 2.48 0.16 2.48  0.0435
H: 2.20 1.58 1.38  0.0183


[6]
# C3H9NO

2 unconnected molecules or ions with the total composition C3H9NO at a distorted geometry (wB97M-V/def2-TZVPD, the OMol25 dataset).

Values from the calculation:
- Largest force on an atom: 2.6 eV Å⁻¹
- LUMO energy (alpha / beta): 0.14876 / 0.14487 Ha
- HOMO energy (alpha / beta): 1.17 / -6.02 eV
- Spin multiplicity: 2
- Total charge: -1
- Energy above the lowest of the compared OMol25 structures with the same formula, charge and spin: 22.88 kcal per mole

Each line ends with the Löwdin spin population.
Geometry (Å):
N: -1.61 1.82 -0.01  0.0123
C: -0.41 1.10 0.47  0.0684
C: -0.39 -0.88 1.97  0.0762
C: -0.73 -0.36 0.80  0.0872
H: -1.33 2.54 -0.65  0.0075
H: -2.33 1.20 -0.37  0.0057
H: -0.08 1.67 1.31  0.0044
H: 0.32 1.04 -0.37  0.0413
H: -0.27 -1.97 1.99  0.0291
H: -0.22 -0.45 2.95  0.0040
H: -0.93 -1.04 -0.03  0.0447
H: 2.34 -1.52 -2.00  0.1439
H: 3.10 -1.95 -3.16  0.0967
O: 2.54 -1.19 -2.90  0.3784


Number 1: calculated total energy -27547.222 eV. Number 2: calculated total energy -95294.258 eV. Number 3: calculated total energy -106923.630 eV. Number 4: calculated total energy -18537.763 eV. Number 5: calculated total energy -8841.202 eV. Number 6: calculated total energy -6791.955 eV.